The following is a DFT calculation (ωB97M-V/def2-TZVPD) of 5 unconnected molecules or ions with the total composition C36H82O15PS.

Each atom is followed by the atoms it is bonded to, with distances in Å.
Cartesian coordinates (Å):
1 C 2.960 0.228 -0.050  C2 1.539, H18 1.091, H19 1.092, H20 1.093
2 C 2.080 0.626 -1.248  C1 1.539, P3 1.909, H21 1.095, H22 1.094
3 P 2.330 2.451 -1.751  C2 1.909, C4 1.843, C5 1.783
4 C 2.018 2.252 -3.556  P3 1.843, H23 1.091, H24 1.090, H25 1.093
5 C 0.987 3.468 -1.169  P3 1.783, C6 1.521, C14 1.489
6 C -0.332 3.449 -1.926  C5 1.521, C7 1.546, H26 1.094, H27 1.100
7 C -1.277 2.228 -1.845  C6 1.546, C8 1.537, H28 1.094, H29 1.097
8 C -2.748 2.613 -2.069  C7 1.537, C9 1.541, H30 1.094, H31 1.096
9 C -3.552 2.966 -0.804  C8 1.541, C10 1.529, H32 1.089, H33 1.093
10 C -4.841 2.151 -0.690  C9 1.529, C11 1.522, H34 1.093, H35 1.094
11 C -4.560 0.731 -0.220  C10 1.522, O12 1.424, H36 1.095, H37 1.096
12 O -5.535 -0.184 -0.711  C11 1.424, C13 1.407
13 C -4.988 -1.352 -1.270  O12 1.407, H38 1.096, H39 1.089, H40 1.098
14 C 0.862 3.223 0.294  C5 1.489, S15 1.800, H41 1.099, H42 1.108
15 S 0.023 4.518 1.220  C14 1.800, O16 1.450, O17 1.441, H43 1.365
16 O -1.328 4.086 1.523  S15 1.450
17 O 0.224 5.830 0.658  S15 1.441
18 H 3.539 -0.675 -0.249  C1 1.091
19 H 2.371 0.039 0.849  C1 1.092
20 H 3.678 1.021 0.174  C1 1.093
21 H 1.034 0.384 -1.034  C2 1.095
22 H 2.367 0.026 -2.117  C2 1.094
23 H 2.188 3.210 -4.049  C4 1.091
24 H 2.762 1.549 -3.933  C4 1.090
25 H 1.024 1.883 -3.822  C4 1.093
26 H -0.104 3.615 -2.984  C6 1.094
27 H -0.926 4.327 -1.634  C6 1.100
28 H -1.002 1.489 -2.604  C7 1.094
29 H -1.178 1.729 -0.873  C7 1.097
30 H -2.765 3.475 -2.743  C8 1.094
31 H -3.264 1.805 -2.600  C8 1.096
32 H -3.796 4.027 -0.780  C9 1.089
33 H -2.934 2.789 0.081  C9 1.093
34 H -5.527 2.641 0.005  C10 1.093
35 H -5.345 2.089 -1.659  C10 1.094
36 H -4.564 0.693 0.875  C11 1.095
37 H -3.562 0.426 -0.554  C11 1.096
38 H -4.303 -1.852 -0.575  C13 1.096
39 H -5.807 -2.034 -1.495  C13 1.089
40 H -4.437 -1.137 -2.195  C13 1.098
41 H 1.869 3.204 0.733  C14 1.099
42 H 0.313 2.323 0.636  C14 1.108
43 H 0.685 4.548 2.414  S15 1.365
44 C 3.043 -5.307 3.394  O45 1.407, H53 1.097, H54 1.089, H55 1.097
45 O 1.793 -4.780 3.024  C44 1.407, C46 1.412
46 C 0.710 -5.520 3.547  O45 1.412, C47 1.513, H56 1.099, H57 1.100
47 C -0.567 -4.710 3.497  C46 1.513, O48 1.417, H58 1.093, H59 1.093
48 O -0.683 -3.746 4.530  C47 1.417, C49 1.421
49 C 0.070 -2.551 4.379  O48 1.421, C50 1.512, H60 1.092, H61 1.092
50 C -0.512 -1.567 3.390  C49 1.512, O51 1.413, H62 1.099, H63 1.098
51 O -0.222 -1.963 2.065  C50 1.413, C52 1.411
52 C -1.050 -1.319 1.122  O51 1.411, H64 1.096, H65 1.089, H66 1.097
53 H 3.184 -6.330 3.024  C44 1.097
54 H 3.806 -4.666 2.954  C44 1.089
55 H 3.167 -5.310 4.485  C44 1.097
56 H 0.914 -5.812 4.586  C46 1.099
57 H 0.567 -6.438 2.956  C46 1.100
58 H -1.398 -5.400 3.659  C47 1.093
59 H -0.679 -4.254 2.511  C47 1.093
60 H 1.109 -2.767 4.118  C49 1.092
61 H 0.049 -2.080 5.364  C49 1.092
62 H -0.078 -0.576 3.586  C50 1.099
63 H -1.598 -1.498 3.539  C50 1.098
64 H -2.105 -1.562 1.292  C52 1.096
65 H -0.755 -1.671 0.135  C52 1.089
66 H -0.927 -0.229 1.158  C52 1.097
67 C -7.825 0.186 -3.218  O68 1.413, H76 1.096, H77 1.089, H78 1.092
68 O -7.753 0.300 -4.624  C67 1.413, C69 1.415
69 C -6.504 0.820 -5.042  O68 1.415, C70 1.512, H79 1.098, H80 1.099
70 C -6.265 0.533 -6.507  C69 1.512, O71 1.420, H81 1.092, H82 1.093
71 O -5.847 -0.798 -6.774  C70 1.420, C72 1.415
72 C -6.844 -1.802 -6.751  O71 1.415, C73 1.513, H83 1.093, H84 1.092
73 C -7.693 -1.858 -8.002  C72 1.513, O74 1.415, H85 1.100, H86 1.098
74 O -8.677 -0.842 -8.000  C73 1.415, C75 1.405
75 C -9.194 -0.590 -9.283  O74 1.405, H87 1.097, H88 1.088, H89 1.098
76 H -7.713 1.160 -2.729  C67 1.096
77 H -8.803 -0.225 -2.972  C67 1.089
78 H -7.045 -0.473 -2.833  C67 1.092
79 H -5.692 0.378 -4.450  C69 1.098
80 H -6.483 1.908 -4.887  C69 1.099
81 H -5.432 1.160 -6.832  C70 1.092
82 H -7.150 0.797 -7.091  C70 1.093
83 H -7.482 -1.715 -5.868  C72 1.093
84 H -6.296 -2.745 -6.693  C72 1.092
85 H -8.181 -2.843 -8.052  C73 1.100
86 H -7.043 -1.753 -8.881  C73 1.098
87 H -8.407 -0.263 -9.974  C75 1.097
88 H -9.935 0.201 -9.187  C75 1.088
89 H -9.678 -1.479 -9.708  C75 1.098
90 C -0.410 7.762 5.223  O91 1.404, H99 1.097, H100 1.089, H101 1.098
91 O 0.699 7.986 4.392  C90 1.404, C92 1.426
92 C 0.312 8.223 3.040  O91 1.426, C93 1.508, H102 1.098, H103 1.094
93 C 1.432 8.861 2.259  C92 1.508, O94 1.426, H104 1.090, H105 1.092
94 O 1.592 10.258 2.498  C93 1.426, C95 1.413
95 C 2.239 10.630 3.698  O94 1.413, C96 1.514, H106 1.093, H107 1.093
96 C 3.745 10.483 3.661  C95 1.514, O97 1.413, H108 1.101, H109 1.098
97 O 4.130 9.136 3.849  C96 1.413, C98 1.406
98 C 5.435 8.876 3.395  O97 1.406, H110 1.096, H111 1.088, H112 1.098
99 H -0.987 6.885 4.904  C90 1.097
100 H -0.037 7.591 6.232  C90 1.089
101 H -1.085 8.628 5.233  C90 1.098
102 H -0.573 8.872 3.019  C92 1.098
103 H 0.062 7.274 2.555  C92 1.094
104 H 1.176 8.775 1.203  C93 1.090
105 H 2.365 8.322 2.430  C93 1.092
106 H 1.834 10.094 4.561  C95 1.093
107 H 2.025 11.696 3.818  C95 1.093
108 H 4.182 11.104 4.458  C96 1.101
109 H 4.115 10.853 2.695  C96 1.098
110 H 5.533 9.080 2.323  C98 1.096
111 H 5.639 7.822 3.574  C98 1.088
112 H 6.179 9.478 3.933  C98 1.098
113 C 8.663 -10.977 3.162  O114 1.406, H122 1.097, H123 1.088, H124 1.097
114 O 7.844 -10.281 2.255  C113 1.406, C115 1.414
115 C 6.468 -10.530 2.467  O114 1.414, C116 1.512, H125 1.098, H126 1.100
116 C 5.615 -9.473 1.803  C115 1.512, O117 1.417, H127 1.092, H128 1.093
117 O 5.533 -8.257 2.525  C116 1.417, C118 1.419
118 C 6.652 -7.387 2.464  O117 1.419, C119 1.512, H129 1.093, H130 1.092
119 C 6.772 -6.624 1.164  C118 1.512, O120 1.415, H131 1.099, H132 1.098
120 O 7.314 -7.441 0.144  C119 1.415, C121 1.409
121 C 7.064 -6.927 -1.143  O120 1.409, H133 1.096, H134 1.088, H135 1.096
122 H 8.535 -12.063 3.072  C113 1.097
123 H 9.696 -10.724 2.930  C113 1.088
124 H 8.447 -10.689 4.198  C113 1.097
125 H 6.247 -10.546 3.542  C115 1.098
126 H 6.202 -11.511 2.047  C115 1.100
127 H 4.591 -9.854 1.777  C116 1.092
128 H 5.949 -9.309 0.776  C116 1.093
129 H 7.582 -7.915 2.683  C118 1.093
130 H 6.477 -6.652 3.254  C118 1.092
131 H 7.423 -5.754 1.328  C119 1.099
132 H 5.780 -6.257 0.870  C119 1.098
133 H 5.988 -6.849 -1.339  C121 1.096
134 H 7.509 -7.613 -1.860  C121 1.088
135 H 7.511 -5.935 -1.276  C121 1.096

Output
- Lowest unoccupied orbital energy: 1.95 eV
- HOMO-LUMO gap: 4.47 eV
- Net charge: -1
- Energy above the lowest of the compared OMol25 structures with the same formula, charge and spin: 0.00 kJ/mol